Entry 1:
C4H11N3O | ωB97M-V with the def2-TZVPD basis set

XYZ file:
```
19
Properties=species:S:1:pos:R:3:forces:R:3
C 0.149978 0.297349 -0.631961 1.94 3.55 1.35
C -1.238249 -2.074471 -0.713179 -0.36 -0.68 1.86
C -1.220093 -2.132414 0.678720 -0.44 -1.61 -2.30
N 0.331261 0.151494 0.792604 -2.42 -4.42 1.95
C 0.740154 1.796921 -0.413171 -0.71 -0.83 -3.18
N -0.229636 2.692407 -0.021790 -0.18 0.09 0.11
O 1.625166 -0.407695 1.008249 0.01 0.04 -0.20
N 1.877271 2.187388 -0.812091 0.45 0.23 0.94
H 1.992649 0.119144 1.730100 -0.13 -0.01 -0.13
H -0.868981 2.342090 0.675936 0.08 0.07 -0.03
H 0.129520 3.616191 0.169855 0.04 -0.07 0.09
H 2.504277 1.431423 -1.066636 -0.32 -0.07 -0.29
H -0.884293 0.420946 -0.930886 -0.08 -0.39 0.00
H 0.823540 -0.260208 -1.277116 -0.27 -0.30 0.00
H -0.437700 -2.503163 -1.298222 0.15 0.23 -0.02
H -2.128215 -1.768417 -1.242967 0.03 0.23 -0.05
H -2.176753 -2.135048 1.190851 0.05 0.78 0.12
H -0.528696 -2.848192 1.121930 0.37 0.47 0.06
H -0.461198 -0.925745 1.039772 1.79 2.68 -0.29
```
Positions in Å, forces in eV/Å.

Properties
Relative energy (zero: lowest compared OMol25 entry of this formula, charge and spin) ... 6.312 eV
E ... -398.3222 a.u.
HOMO level ... -8.05 eV
LUMO level ... 0.20 eV
Maximum force ... 5.4 eV/A
Kohn-Sham gap ... 0.3032 Eh
Charge ... 0
Molecular weight ... 117.152 g/mol

Entry 2:
C4H11N3O | ωB97M-V with the def2-TZVPD basis set

XYZ file:
```
19
Properties=species:S:1:pos:R:3:forces:R:3
N -0.952706 -1.412631 0.191653 -0.68 -0.07 0.00
C 0.031875 -0.499102 0.061899 0.11 -0.50 1.50
C -0.323211 0.916372 0.099644 -4.86 2.78 -0.57
C -1.615093 1.383544 -0.203895 5.54 -0.14 0.46
N -1.966552 2.815074 -0.168505 -0.27 -1.08 -2.09
N 1.309646 -0.735907 0.115944 -0.48 -0.13 -0.61
C 2.066489 -1.996745 0.192081 -1.80 0.62 1.45
O 3.304228 -1.588558 -0.251284 0.51 -1.75 -0.27
H -1.833810 -1.252557 0.660629 0.06 1.46 -0.11
H -1.039469 -2.407666 0.067340 1.76 -0.48 -0.53
H 0.334123 1.715814 0.442883 0.51 -0.71 0.01
H -2.376577 0.931674 -0.687413 -2.19 -2.41 -1.11
H -2.761005 2.791901 0.488003 -0.08 1.36 -0.42
H -2.117789 3.236939 -1.177514 -0.44 -1.00 2.31
H -1.164589 3.273635 0.159105 1.13 1.62 1.28
H 2.056863 -0.063511 0.082517 -0.38 1.36 -0.35
H 1.551264 -2.616008 -0.528652 0.16 -1.12 0.34
H 1.880213 -2.201123 1.327422 1.18 -0.76 -1.92
H 3.616101 -2.291147 -0.871855 0.20 0.94 0.64
```
Positions in Å, forces in eV/Å.

Properties
Relative energy (zero: lowest compared OMol25 entry of this formula, charge and spin) ... 1.003 eV
E ... -397.8178 a.u.
HOMO level ... -18.31 eV
LUMO level ... -9.02 eV
Maximum force ... 5.6 eV/A
SMILES ... NC(/C=C/[NH3+])=[NH+]\CO
Kohn-Sham gap ... 0.3416 Eh
Charge ... +2
Molecular weight ... 117.152 g/mol